[1]
Computed, not measured: a molecular structure, C28H30CdN6O4Se in a non-equilibrium geometry, with the ωB97M-V functional and the def2-TZVPD basis.

```
70
Properties=species:S:1:pos:R:3:forces:R:3
Cd 0.5256 -0.7264 -0.5137 -0.7 -0.5 -0.6
Se -0.5306 3.3452 2.1823 0.1 0.2 0.1
O -1.7420 -0.0888 2.0240 -0.4 0.0 -0.1
O 5.6027 -1.8588 4.6324 0.1 -0.7 0.3
O 1.1228 -0.1778 -2.8351 0.3 0.0 0.2
O 2.6186 -1.2977 -1.6096 0.1 0.5 -0.4
N 2.1745 -0.5364 1.2267 0.2 0.1 0.0
N 5.9083 0.3630 4.5173 0.2 0.1 -0.2
N 0.0209 1.4811 -0.0586 0.0 0.2 0.6
N -0.9703 0.3846 5.3716 -0.3 -0.2 0.3
N -1.7802 0.6110 4.2503 0.0 -0.1 -0.2
N -0.6358 -2.3787 -0.2628 -0.1 -0.7 0.6
C -0.6561 -3.6946 -0.1814 0.2 0.3 -0.3
C -2.0502 -3.5601 1.9292 0.0 0.0 0.0
C -0.0324 -0.7010 3.6274 0.0 -0.1 -0.1
C 2.6558 -1.7110 1.6160 0.1 -0.3 -0.1
C 2.2256 -0.7581 -2.6859 0.0 -0.1 0.2
C -3.8557 1.4788 3.3859 0.0 0.0 -0.1
C -0.1309 -5.9814 -1.0480 -0.1 0.1 0.1
C -3.7755 0.6330 5.6475 0.0 0.0 0.1
C -5.2041 1.7545 3.5538 0.1 0.0 0.1
C 0.1140 -0.3628 4.9127 0.1 0.0 0.0
C -0.6923 1.6032 6.1192 0.2 0.1 -0.1
C -1.2512 -0.0773 3.1162 0.2 0.2 0.3
C 1.2363 -0.6806 5.8407 0.0 0.0 0.0
C 2.6796 0.5663 1.7537 0.0 0.3 0.2
C 5.2896 -0.8052 4.1398 -0.3 0.5 -0.3
C -5.1233 0.9300 5.8039 0.0 0.0 -0.1
C -3.1379 0.9066 4.4379 0.1 -0.1 0.0
C -0.2103 2.1956 0.8336 0.1 -0.2 -0.6
C -1.4179 -5.7840 0.9595 0.0 0.1 -0.1
C -1.3719 -4.4016 0.8904 0.1 -0.1 -0.2
C 3.1670 -0.7986 -3.8827 0.0 -0.1 0.0
C -0.8007 -6.6126 0.0115 0.0 0.1 0.0
C -5.8470 1.4875 4.7587 0.1 0.0 0.0
C -0.0498 -4.6048 -1.1683 -0.1 0.0 0.2
C 3.6624 -1.8230 2.5640 -0.1 -0.4 -0.1
C 0.6536 -3.9787 -2.3359 0.0 -0.1 0.0
C 3.6878 0.5426 2.7088 -0.1 0.4 -0.1
C 4.1932 -0.6759 3.1204 0.2 0.0 0.1
H -0.1433 1.3418 7.0233 0.0 0.0 0.0
H 0.6010 -1.3406 3.0347 -0.2 0.0 0.1
H -3.3437 1.6877 2.4559 0.0 0.0 0.1
H -2.8090 -4.1370 2.4723 0.0 0.0 0.0
H 4.0328 -2.7913 2.8736 0.0 0.0 0.0
H 1.9285 -1.3622 5.3488 0.0 0.0 0.0
H -5.7573 2.1927 2.7321 0.0 0.0 0.0
H 3.5836 0.2002 -4.0393 0.0 0.0 0.0
H 2.6125 -1.0825 -4.7783 0.0 0.0 0.0
H 4.0241 1.4785 3.1388 0.0 0.0 0.0
H -1.9662 -6.2439 1.7851 0.0 0.0 0.0
H -0.8485 -7.6955 0.0885 0.0 0.1 0.0
H 5.9587 1.1018 3.8345 -0.1 0.0 0.1
H -3.2170 0.1669 6.4497 0.0 0.0 0.0
H 6.7635 0.1973 5.0235 0.0 0.0 0.1
H 1.7901 0.2209 6.1184 0.0 0.0 0.0
H -6.9017 1.7063 4.8783 0.0 0.0 0.0
H 0.3435 -6.5997 -1.8143 0.0 0.1 0.0
H 3.9785 -1.5029 -3.7026 0.0 0.0 0.0
H 0.8663 -1.1475 6.7563 0.0 0.0 0.0
H 1.5356 -3.4154 -2.0177 0.0 0.0 0.0
H 0.9636 -4.7425 -3.0617 0.0 0.1 0.0
H 2.2383 1.5015 1.4230 0.0 0.0 0.0
H -2.5007 -2.6838 1.4579 0.0 0.0 0.0
H 2.1981 -2.5816 1.1506 0.0 0.0 0.0
H -0.0005 -3.2507 -2.8295 0.0 0.0 0.0
H -1.3320 -3.1652 2.6638 0.0 0.0 0.0
H -0.1140 2.3202 5.5249 0.0 0.0 0.0
H -5.6119 0.7079 6.7454 0.0 0.0 0.0
H -1.6352 2.0648 6.4033 0.0 0.0 0.0
```
Forces are in eV/Å.

## Properties
charge: -2
HOMO level: 0.761 eV
energy above the lowest of the compared OMol25 structures with the same formula, charge and spin: 46.00 kcal per mole
max |F|: 0.0199 Eh/bohr
spin multiplicity: 1

These are the natural (NBO) partial charges, in e, on atoms 1 to 8:
1 Cd 1.673
2 Se -0.408
3 O -0.553
4 O -0.600
5 O -0.776
6 O -0.811
7 N -0.470
8 N -0.827


[2]
Computed, not measured: a molecular structure, C35H19BrCl5F10N3O7S2W in a non-equilibrium geometry, with the ωB97M-V functional and the def2-TZVPD basis.

```
83
Properties=species:S:1:pos:R:3:forces:R:3
W 0.1814 0.3839 -0.8903 -2.4 -1.4 3.8
Br 2.9593 -4.1256 -5.5758 0.0 0.1 0.0
Cl -2.1203 -1.1114 -4.3302 0.5 0.0 0.1
Cl -7.2488 0.1853 -3.7960 -0.1 0.0 0.0
Cl -6.5964 1.8392 -1.2492 -0.1 0.1 0.0
Cl -3.7650 1.9686 -0.1683 -0.7 0.0 -0.5
Cl -4.9593 -1.2579 -5.2976 -0.1 0.0 -0.1
S 1.5655 2.8935 -2.5902 1.7 0.9 -0.5
S 2.2776 2.3141 1.0501 -0.2 0.4 -0.1
F -2.0555 3.3790 -2.1584 0.3 -0.2 -0.3
F 3.7318 -3.7010 -1.2262 0.1 -0.1 -0.1
F 0.6637 -0.0536 -3.9277 0.0 -0.4 -0.4
F 5.0824 -2.9423 -3.6199 0.0 0.0 0.0
F -3.3119 5.6708 -1.5038 -0.2 0.0 0.0
F 2.4457 -0.4365 -5.6772 0.0 0.0 0.0
F -2.0013 2.8576 2.9135 -0.3 0.6 0.3
F 4.3905 -1.3514 -5.8137 0.1 -0.1 0.2
F -2.6329 6.9197 0.8281 0.1 0.1 0.0
F -2.0976 5.4300 2.9208 0.2 0.0 0.1
O -0.6927 3.5109 -0.3324 -0.7 -0.3 -0.4
O 0.6545 1.7091 -2.0959 -1.0 0.3 -0.5
O 1.2140 2.6400 2.0048 0.2 0.1 0.2
O 2.8087 2.3092 -3.0082 -0.4 -0.1 0.0
O 1.7202 1.2803 -0.0139 0.1 -0.2 0.0
O -1.7575 0.3543 -1.5941 1.1 0.0 -0.4
O 0.8056 3.6510 -3.5221 -0.4 -0.3 0.2
N -0.0813 -0.9210 1.1864 0.1 0.0 -0.5
N 1.8821 -1.2557 -0.4260 0.1 0.8 0.2
N -1.0291 1.3787 0.6373 1.1 0.1 -0.7
C -1.7389 4.0375 -1.0599 0.3 -0.1 0.3
C 0.7189 -0.4111 2.3202 0.3 0.3 0.0
C 1.2045 -1.0672 -3.1420 0.3 0.7 -0.2
C 3.7275 -0.8684 -3.5771 0.0 0.1 -0.1
C -5.3460 0.9921 -2.0604 0.0 -0.1 -0.1
C 0.6843 -3.3195 -3.2810 0.0 0.4 -0.6
C 2.4315 3.8304 0.0379 -0.1 -0.5 0.0
C 3.3733 6.0512 0.1607 0.0 0.1 0.0
C -1.7578 3.4577 1.7237 0.7 -0.7 -0.2
C 2.7907 -2.5655 -4.4779 0.1 -0.2 -0.1
C -4.0447 1.0231 -1.5719 0.1 0.1 0.2
C -1.5024 -0.8033 1.4919 -0.4 0.2 -0.1
C 3.0362 4.8525 0.7613 -0.1 -0.1 0.0
C -4.6114 -0.3832 -3.8660 0.0 0.1 0.2
C 2.4634 5.2442 -1.9028 -0.2 -0.1 -0.1
C 1.6874 -2.3914 0.4582 -0.5 0.0 -0.2
C 3.4767 -2.5499 -1.8771 0.1 0.3 0.3
C -2.9682 0.3380 -2.1775 -0.2 -0.2 -0.1
C 1.4590 -2.3872 -3.8547 -0.5 -0.3 0.3
C 3.1008 6.2392 -1.1851 0.0 0.0 0.1
C 2.1129 4.0362 -1.2988 -0.2 -0.1 0.0
C 2.7375 -1.5049 -1.4485 0.1 0.1 -0.3
C 0.1487 -1.4220 -2.0346 0.9 0.2 -0.6
C 3.3087 -1.2202 -5.0091 0.0 0.1 -0.1
C -3.3036 -0.3383 -3.3795 0.3 0.1 0.2
C -1.1898 2.7238 0.7199 0.3 0.8 0.2
C -2.0376 4.8575 1.7138 -0.3 0.4 -0.2
C 2.5707 -0.5721 -2.6062 -0.1 -0.5 -0.1
C -5.6443 0.2669 -3.2048 0.1 0.0 0.0
C -1.7790 0.6611 1.6675 0.3 -0.6 0.1
C -0.1265 -2.7249 -2.2222 -0.9 0.3 0.6
C -2.3237 5.6301 0.6453 -0.1 -0.1 0.5
C 0.2818 -2.3294 1.0153 0.2 -0.3 -0.3
C 3.8966 -2.3664 -3.2836 0.0 0.0 -0.1
C -2.4269 5.1117 -0.6750 0.5 -0.1 -0.3
H 3.8624 6.8281 0.7321 0.0 0.0 0.0
H 2.2411 5.3770 -2.9511 0.0 0.1 0.0
H 1.8086 -3.3342 -0.0809 -0.1 0.0 0.0
H 3.3861 7.1567 -1.6803 0.0 0.0 0.0
H 3.2377 4.6902 1.8140 0.1 0.0 0.0
H -1.7555 -1.3566 2.4015 0.0 -0.1 0.0
H -0.8561 -3.3068 -1.6727 0.0 0.0 0.0
H 0.5707 0.6502 2.4705 -0.1 0.0 0.0
H 4.5747 -0.1980 -3.4571 0.0 -0.1 0.0
H 2.5460 0.4650 -2.3254 0.1 0.1 0.1
H -0.4165 -2.7872 0.3173 0.0 0.1 0.1
H -2.0730 -1.2018 0.6499 0.0 -0.1 0.0
H 0.6718 -4.3689 -3.5369 0.1 -0.1 0.1
H 1.7732 -0.5714 2.1112 0.0 0.0 0.0
H -1.4658 0.9966 2.6552 0.0 -0.3 -0.2
H 2.4361 -2.3746 1.2549 0.0 0.0 0.0
H -2.8445 0.8606 1.5725 0.2 -0.1 0.2
H 0.2230 -2.8563 1.9725 -0.1 0.0 0.0
H 0.4477 -0.9547 3.2302 -0.1 -0.1 -0.1
```
Forces are in eV/Å.

## Properties
HOMO level: -7.919 eV
max |F|: 0.0910 Eh/bohr
spin multiplicity: 1

These are the Mulliken partial charges, in e, on atoms 1 to 8:
1 W 2.457
2 Br -0.041
3 Cl -0.200
4 Cl -0.188
5 Cl -0.190
6 Cl -0.259
7 Cl -0.185
8 S 2.119


[3]
Computed, not measured: C3H5NO4 in the gas phase in a non-equilibrium geometry, with the ωB97M-V functional and the def2-TZVPD basis.

```
13
Properties=species:S:1:pos:R:3:forces:R:3
O -2.6810 0.0976 -0.0616 -1.1 -1.6 -0.2
O -1.3624 1.7193 0.1266 0.9 1.1 0.2
O -0.5009 -1.5792 -0.5752 -1.5 -0.5 0.9
O 1.8960 0.9730 0.2832 -1.0 0.6 -1.3
N -1.5751 0.5388 -0.0058 -0.7 0.9 0.2
C -0.1805 -1.4862 0.8575 0.8 1.2 -1.3
C -0.4048 -0.3086 -0.0798 5.2 0.2 -0.9
C 1.0161 0.5265 -0.7640 -1.6 -2.5 2.7
H 0.6578 1.3354 -1.3514 -0.3 0.5 -0.6
H 1.4432 -0.3238 -1.3570 -0.1 1.0 0.6
H 0.9130 -1.8022 0.9570 -1.8 0.6 0.6
H -0.9846 -1.6393 1.6272 0.9 -0.4 -1.1
H 1.7632 1.9487 0.3434 0.1 -1.2 0.1
```
Forces are in eV/Å.

## Properties
HOMO level: -10.442 eV
energy above the lowest of the compared OMol25 structures with the same formula, charge and spin: 145.29 kcal per mole
structure (SMILES): O=[N+]([O-])[C@@]1(CO)CO1
max |F|: 0.1024 Eh/bohr
spin multiplicity: 1

These are the natural (NBO) partial charges, in e, on atoms 1 to 8:
1 O -0.345
2 O -0.390
3 O -0.459
4 O -0.708
5 N 0.502
6 C -0.116
7 C 0.250
8 C -0.047


[4]
Computed, not measured: C22H21NO6S2 in the gas phase, with the ωB97M-V functional and the def2-TZVPD basis.

```
52
Properties=species:S:1:pos:R:3:forces:R:3
S -2.9126 1.2421 -2.7019 0.3 0.1 0.0
S 0.0249 -2.3440 0.8595 0.7 0.3 0.4
O 0.4062 0.4899 -2.7587 -0.1 -0.1 -0.1
O -6.5373 0.2844 -0.5388 -0.5 0.3 0.4
O 2.8227 0.8919 -1.3217 0.2 -0.2 0.0
O -2.1260 -2.5671 -0.5488 -0.2 0.0 -0.2
O 1.0376 2.0432 -0.5805 0.2 0.2 0.0
O -5.3783 -0.4905 -2.2726 -0.2 0.0 0.1
N -0.6926 -0.9715 -1.3493 0.2 -0.1 0.1
C -2.0449 1.0922 1.2336 0.0 0.0 0.0
C 3.2984 2.0424 -2.0230 0.1 0.5 -0.2
C 1.6617 1.0170 -0.6916 -0.2 -0.1 0.3
C 3.1963 -0.0213 1.7169 0.1 -0.1 0.0
C -5.3957 0.0187 -1.1799 0.0 -0.3 -0.5
C 4.0085 3.0144 -1.0914 -0.2 -0.3 -0.1
C 1.2786 -0.2519 -0.0050 -0.4 -0.1 -0.2
C 1.4293 -1.7995 1.7164 -0.3 0.1 -0.5
C -3.0577 0.9491 -0.9400 -0.2 0.1 -0.5
C 3.8968 -0.9342 2.7225 -0.1 0.2 0.1
C -2.0024 1.3352 -0.1282 -0.1 0.1 0.1
C 1.9400 -2.4822 2.9381 0.0 0.0 0.2
C 0.2057 -1.0512 -0.2868 0.3 -0.1 0.3
C -3.1634 0.5029 1.7983 0.0 0.0 0.0
C -2.5061 -1.5207 -2.7244 -0.3 -0.1 -0.1
C -4.2079 0.3956 -0.3725 0.1 0.0 0.3
C -1.8864 -0.2185 -3.1919 -0.5 0.4 0.1
C 1.9872 -0.6970 1.1483 -0.1 -0.2 0.1
C 2.8851 -1.5433 3.6899 0.1 -0.2 -0.1
C -4.2475 0.1818 1.0035 -0.1 0.0 -0.1
C -0.5697 -0.1440 -2.4629 0.0 -0.1 -0.4
C -1.8237 -1.7836 -1.4092 -0.3 -0.1 -0.3
H 3.3998 -2.0949 4.4780 0.0 0.0 0.1
H 4.6479 -0.3649 3.2724 0.1 0.0 0.0
H -5.1336 -0.2544 1.4373 -0.1 0.0 0.1
H -1.7731 -0.1030 -4.2681 0.1 -0.1 0.1
H 4.3975 3.8494 -1.6669 0.1 0.1 0.0
H 3.3107 3.3940 -0.3492 0.0 0.1 0.0
H 2.3076 -0.7435 4.1574 0.0 0.0 0.1
H -2.2763 -2.3424 -3.4071 0.1 0.0 0.1
H 3.9802 1.6481 -2.7789 -0.1 0.0 0.1
H -3.5910 -1.4671 -2.6185 0.2 0.0 0.1
H 4.4070 -1.7377 2.1877 0.1 0.0 0.0
H -3.1986 0.3057 2.8587 0.0 0.0 0.1
H 2.8863 0.9072 2.2081 0.1 0.1 0.0
H -7.2957 0.0201 -1.0839 0.3 -0.1 -0.1
H 2.4761 -3.3918 2.6483 0.0 0.0 0.1
H -1.1999 1.3711 1.8441 0.1 0.0 0.1
H -1.1372 1.8154 -0.5609 0.0 0.0 0.0
H 3.8792 0.2469 0.9089 0.0 0.1 0.0
H 4.8335 2.5198 -0.5833 0.1 0.0 0.0
H 1.1068 -2.7862 3.5750 0.0 -0.1 0.0
H 2.4460 2.5277 -2.5073 0.1 -0.1 0.0
```
Forces are in eV/Å.

## Properties
HOMO level: -8.207 eV
energy above the lowest of the compared OMol25 structures with the same formula, charge and spin: 1.77 kcal per mole
structure (SMILES): CCOC(=O)c1c(N2C(=O)C[C@@H](Sc3ccccc3C(=O)O)C2=O)sc2c1CCCC2
max |F|: 0.0161 Eh/bohr
spin multiplicity: 1

These are the natural (NBO) partial charges, in e, on atoms 1 to 8:
1 S 0.266
2 S 0.497
3 O -0.547
4 O -0.676
5 O -0.502
6 O -0.554
7 O -0.618
8 O -0.594